# 1
Formula: C16H21Br2F3N3O3PS
Source: the OMol25 dataset
Level of theory: the ωB97M-V functional and the def2-TZVPD basis

Calculated values
HOMO energy ... -8.158 eV
Gap between HOMO and LUMO ... 7.8 eV

Geometry as XYZ:
```
50
Properties=species:S:1:pos:R:3:forces:R:3
N -1.87901 0.38859 -1.64050 0.2 -0.1 0.1
P -0.84905 1.22686 -0.59615 -0.3 0.6 -0.3
O -0.90891 0.19204 0.68593 0.1 -0.4 -0.1
C 0.89450 0.89545 -1.11102 -0.3 -0.4 0.3
C 1.87512 1.76108 -0.71367 0.4 0.0 0.0
C 1.58659 2.97254 0.14937 -0.1 0.0 -0.1
C 0.99118 2.72793 1.54105 0.1 0.3 0.1
C 1.92545 2.47249 2.72598 -0.2 -0.1 0.1
F 1.39947 1.47707 3.51077 0.1 0.1 0.0
Br 3.71686 1.89232 2.25077 0.0 0.0 -0.1
C 2.06158 3.72428 3.62763 0.2 0.1 0.0
F 3.02411 3.59214 4.54702 -0.1 0.0 -0.1
F 2.36475 4.78975 2.85969 0.0 -0.2 0.1
Br 0.40170 4.09062 4.56523 0.0 0.1 0.0
C 3.23374 1.57937 -1.15234 -0.2 0.3 0.3
C 3.62419 0.55672 -1.93859 0.2 -0.2 -0.2
C 2.64036 -0.37210 -2.35286 -0.1 0.0 0.0
N 2.83755 -1.44480 -3.12486 -0.1 -0.1 0.0
S 1.40708 -2.15241 -3.28778 0.1 0.0 -0.1
N 0.49014 -1.17129 -2.42207 -0.1 0.0 0.1
C 1.28190 -0.20316 -1.94111 0.2 -0.1 -0.1
H -1.66479 -0.59606 -1.74805 0.1 0.0 -0.2
H -1.96840 0.82796 -2.54661 -0.2 0.0 0.0
H -1.83297 -0.02865 0.86728 -0.1 0.2 0.2
H 0.85455 3.57726 -0.38917 0.0 0.1 0.0
H 2.48824 3.57606 0.23335 0.0 0.0 0.0
H 0.27577 1.90992 1.55525 0.1 -0.1 0.0
H 0.42888 3.62772 1.79286 -0.1 -0.1 0.0
H 3.96838 2.29795 -0.81610 0.0 0.1 0.0
H 4.65117 0.43056 -2.24829 0.0 0.0 0.0
C 0.51591 -6.21492 -4.97306 0.0 0.2 0.0
C -0.63280 -5.61938 -4.19480 0.0 0.0 0.0
O -0.74488 -4.42572 -4.04459 0.0 0.0 0.0
C -1.63331 -6.58825 -3.61295 -0.1 0.1 0.0
H 1.16200 -5.42005 -5.33781 0.0 0.0 0.0
H 1.09250 -6.88566 -4.33413 0.0 -0.1 0.0
H 0.13632 -6.78914 -5.81960 0.0 -0.1 0.0
H -1.13428 -7.27241 -2.92487 0.0 -0.1 -0.1
H -2.09141 -7.17622 -4.40981 0.1 -0.1 0.0
H -2.40535 -6.03933 -3.07966 0.0 0.0 0.0
C -4.32704 2.63586 4.09281 -0.1 0.0 -0.2
C -3.41710 1.67586 3.36571 0.1 0.0 0.1
O -3.52203 1.48226 2.17739 0.0 -0.1 -0.1
C -2.36329 0.97814 4.19202 0.0 -0.1 -0.2
H -5.03309 3.07248 3.39086 0.0 0.0 0.0
H -4.87352 2.11082 4.87786 0.1 0.0 0.1
H -3.73864 3.42968 4.55585 0.0 0.0 0.1
H -2.83480 0.38922 4.98062 0.0 0.1 0.1
H -1.70568 1.71395 4.65835 0.0 0.0 0.1
H -1.76965 0.32461 3.55675 0.0 0.0 0.0
```
Forces are in eV/Å.

Here are the Löwdin charges for atoms 1 to 8, given in e: -0.1742 0.8463 -0.3037 -0.2237 -0.2395 -0.1938 -0.1883 -0.7957

# 2
Formula: C16H21Cl2I2N2
Source: the OMol25 dataset
Level of theory: the ωB97M-V functional and the def2-TZVPD basis

Calculated values
SMILES ... C=CCc1c(/C(Cl)=C(/C)Cl)c[n+]([C@H](I)CC)nc1[C@@H](I)CC
Total charge ... +1
HOMO energy ... -11.513 eV
Gap between HOMO and LUMO ... 6.7 eV

Geometry as XYZ:
```
43
Properties=species:S:1:pos:R:3:forces:R:3
C 3.78715 -0.38765 1.58374 -1.1 0.6 -2.6
C 3.37022 -0.28394 0.15905 0.5 0.3 2.1
C 2.37470 -1.30987 -0.64322 0.8 -1.4 0.6
C 0.81438 -0.82304 -0.75476 -4.2 0.6 0.0
C -0.46207 -1.81705 -0.32743 -0.4 3.0 -1.7
C -0.28660 -3.32946 0.27948 0.3 1.2 4.3
Cl -0.31306 -4.88146 -0.79389 0.0 2.9 1.8
C -0.11841 -3.43075 1.78343 -0.3 -0.8 -4.2
C 0.02350 -4.84694 2.60363 -0.7 0.9 1.3
Cl -0.06995 -1.84331 2.76290 -0.1 -2.5 -1.6
C -1.98769 -1.16709 -0.54872 4.7 1.1 -0.5
N -2.06298 0.24518 -1.07070 0.1 -3.1 1.3
C -3.50880 0.76953 -1.24565 -0.7 -0.1 -0.1
I -3.39242 2.83993 -2.04621 -0.3 -1.1 -0.1
C -4.36952 0.77252 0.14934 -1.3 0.2 0.1
C -4.58407 2.24755 0.83200 -0.9 -0.1 1.2
N -1.09102 1.12326 -1.43850 4.2 -4.3 1.4
C 0.32387 0.66797 -1.33492 -0.9 -1.9 0.6
C 1.50385 1.73823 -1.84120 -0.9 -0.7 1.1
I 0.67845 2.72771 -3.66272 0.7 -0.5 1.0
C 1.78807 2.81150 -0.63308 -0.2 0.3 0.4
C 3.30946 3.43577 -0.61354 0.6 0.0 0.5
H 3.61465 0.56548 2.27526 1.7 -1.7 -1.9
H 4.27282 -1.32114 2.09657 -2.2 1.4 -0.9
H 3.80399 0.63447 -0.46320 -1.9 -1.5 1.8
H 2.36200 -2.32394 -0.01393 -0.2 2.2 -1.4
H 2.76385 -1.61858 -1.72046 -0.9 0.9 2.1
H 0.06641 -4.55734 3.76093 0.0 -0.6 -2.6
H -0.96486 -5.50891 2.50128 2.3 1.5 -0.2
H 0.99100 -5.46162 2.36846 -2.0 1.4 0.1
H -2.94786 -1.82006 -0.28308 2.2 2.0 -0.8
H -3.99681 0.13053 -2.11123 1.1 1.3 2.0
H -3.97443 0.05232 0.98273 -0.3 1.2 -1.8
H -5.45871 0.37391 -0.13268 2.4 0.8 0.6
H -3.58939 2.85158 1.02277 -2.1 -1.3 -0.7
H -5.04914 2.04918 1.91324 1.0 0.3 -2.3
H -5.41410 2.89171 0.26674 2.2 -1.4 1.1
H 2.46828 1.18249 -2.21352 -2.1 0.9 0.9
H 0.97739 3.65806 -0.71165 1.6 -1.7 0.1
H 1.61795 2.28736 0.41748 0.3 0.9 -2.3
H 3.34193 4.60640 -0.38988 -0.3 -2.7 -0.6
H 3.92535 3.22824 -1.60161 -1.4 0.4 2.0
H 3.88991 2.92626 0.28858 -1.1 1.1 -2.0
```
Forces are in eV/Å.

Here are the Löwdin charges for atoms 1 to 8, given in e: -0.0012 -0.1534 -0.1588 0.0387 -0.0685 -0.5607 0.5399 -0.5493

| no. | DFT total energy (Ha) |
| --- | --- |
| 1 | -7199.48258 |
| 2 | -2246.75027 |